(1)
C5H14NO | the ωB97M-V functional and the def2-TZVPD basis

CARTESIAN COORDINATES (ANGSTROEM)
C -0.35780 -0.48854 -2.61002
C -1.34328 0.32217 -1.70052
C -0.76998 1.00436 -0.41708
C 0.31126 0.15026 0.24788
N -0.34731 -1.19617 0.76087
C 0.97414 0.80190 1.45306
O 1.55983 -0.26473 2.21290
H -0.60320 -0.34433 -3.65908
H -0.41972 -1.52816 -2.28246
H 0.68086 -0.13983 -2.61805
H -1.71952 1.12844 -2.32675
H -2.10955 -0.40689 -1.44123
H -0.30426 1.92578 -0.76275
H -1.62130 1.18588 0.24032
H 0.99559 -0.28668 -0.47018
H -0.21638 -1.85206 0.01269
H 0.21911 -1.44296 1.59034
H -1.31677 -0.98230 0.99212
H 0.21352 1.36774 1.99556
H 1.78390 1.43388 1.09143
H 2.03313 0.15655 2.91142

## Properties
charge = +1
LUMO energy = -3.225 eV
orbital gap = 12.20 eV
relative energy (zero: lowest compared OMol25 entry of this formula, charge and spin) = 1.1428 eV

(2)
C5H14NO | the ωB97M-V functional and the def2-TZVPD basis

CARTESIAN COORDINATES (ANGSTROEM)
C 1.32010 1.90696 -0.10324
C 1.62550 0.42349 -0.13337
C 0.64579 -0.32720 -0.97865
C 0.06224 -1.45435 -0.59983
C -0.84406 -2.27925 -1.46293
N -0.10932 2.06257 0.34925
H 1.42524 2.28261 -1.10808
H 1.96269 2.47878 0.56320
H 1.88470 -0.11308 0.78554
H 2.62988 0.39007 -0.58681
H 0.45351 0.03587 -1.99045
H 0.26185 -1.94235 0.35024
H -0.22477 -2.96111 -2.03791
H -1.64696 -1.90239 -2.09577
H -1.45707 -2.89459 -0.79264
H -0.27049 1.58793 1.23569
H -0.70191 1.53635 -0.30569
H -0.49816 2.99166 0.27912
H -2.22979 -0.34814 3.01134
H -2.57038 -0.87950 1.59968
O -1.86039 -0.52290 2.14066

## Properties
charge = +1
LUMO energy = -3.266 eV
orbital gap = 9.95 eV
relative energy (zero: lowest compared OMol25 entry of this formula, charge and spin) = 1.4265 eV

(3)
C5H14NO | the ωB97M-V functional and the def2-TZVPD basis

CARTESIAN COORDINATES (ANGSTROEM)
C -0.70779 -0.31602 0.79658
C 0.59392 -1.14247 1.19229
C 1.64193 -0.74773 0.02365
C 3.11280 1.24873 -0.25013
C 1.90240 0.62436 -0.48503
N -1.34407 -0.76683 -0.56512
H -0.48325 0.75119 0.80206
H -1.46946 -0.49094 1.56054
H 0.97395 -0.60989 2.07912
H 0.42616 -2.17395 1.53296
H 1.27313 -1.33962 -0.85967
H 2.64558 -1.12995 0.24408
H 3.89440 0.77661 0.29423
H 3.50113 2.22698 -0.66621
H 1.13770 1.02256 -1.19825
H -1.79322 -1.71274 -0.67738
H -2.10643 -0.08924 -0.63132
H -0.68773 -0.55550 -1.32589
H -4.59659 0.97163 -0.24863
H -3.50771 1.86720 -0.84376
O -3.63234 0.98153 -0.47127

## Properties
charge = +1
LUMO energy = -3.278 eV
orbital gap = 9.59 eV
relative energy (zero: lowest compared OMol25 entry of this formula, charge and spin) = 2.1198 eV

(4)
C5H14NO | the ωB97M-V functional and the def2-TZVPD basis

CARTESIAN COORDINATES (ANGSTROEM)
C -1.82120 -0.71068 -2.14911
C -0.92912 -0.44482 -3.10977
N -1.46758 -0.45172 -0.75239
H -2.56236 -1.47728 -2.27474
H -1.25584 -0.66419 -4.09421
H 0.04196 -0.08600 -2.88267
H -0.94806 0.43295 -0.62106
H -2.32612 -0.42611 -0.15063
H -0.82440 -1.15268 -0.32876
C -0.14922 0.81845 1.67645
C 1.07809 0.56243 0.79559
C 1.89707 -0.61974 1.39010
O 1.95775 1.70810 0.78694
H -0.77887 1.57811 1.20993
H 0.10325 1.15163 2.69708
H -0.82921 -0.02840 1.80016
H 0.84734 0.31640 -0.24613
H 1.27379 -1.51739 1.22634
H 1.94216 -0.44604 2.44008
H 2.92839 -0.74011 0.97807
H 1.82219 2.19710 1.60873

## Properties
charge = +1
LUMO energy = -3.766 eV
orbital gap = 9.98 eV
relative energy (zero: lowest compared OMol25 entry of this formula, charge and spin) = 2.7682 eV

(5)
C5H14NO | the ωB97M-V functional and the def2-TZVPD basis

CARTESIAN COORDINATES (ANGSTROEM)
C -2.94747 -0.23671 0.22738
C -2.07528 -0.88097 1.33889
C -0.81707 -1.64757 0.91818
C 0.38406 -0.88741 0.38607
C 1.02301 -0.79874 -0.78264
N 0.52528 0.30639 1.31755
H -3.15896 -1.01802 -0.46989
H -2.41289 0.54102 -0.32722
H -3.81519 0.17044 0.76593
H -2.69934 -1.65045 1.79808
H -1.86018 -0.20495 2.21146
H -0.37491 -2.38305 1.59892
H -1.04448 -2.39195 0.10223
H 1.73166 -0.03263 -1.13453
H 0.88116 -1.67909 -1.49669
H 0.06152 1.07614 0.83594
H 1.49538 0.61044 1.40463
H 0.05468 0.11483 2.20478
H 4.99708 2.90464 -3.93433
H 4.67054 4.30543 -3.26050
O 5.38142 3.78220 -3.70424

## Properties
charge = +2
LUMO energy (spin up / spin down) = -6.719 / -14.870 eV
orbital gap (spin up / spin down) = 11.30 / 1.84 eV
multiplicity = 2
relative energy (zero: lowest compared OMol25 entry of this formula, charge and spin) = 3.1663 eV

(6)
C5H14NO2 | the ωB97M-V functional and the def2-TZVPD basis

CARTESIAN COORDINATES (ANGSTROEM)
C 1.36434 -1.39552 -1.83055
C 0.45002 -0.53039 -0.85601
C 0.75846 -0.80854 0.59367
C 1.24522 -2.21866 1.00807
N 0.41409 0.90551 -1.26249
C -0.67585 1.70085 -0.67776
O -0.61844 1.55451 0.63920
H 1.37776 -2.48394 -1.51569
H 0.81155 -1.34775 -2.83631
H 2.36985 -1.07338 -1.90249
H -0.51333 -1.09673 -1.15428
H 1.54438 -0.05398 0.88708
H -0.17321 -0.53530 1.13265
H 0.70362 -3.08732 0.60786
H 1.12431 -2.42762 2.06927
H 2.31621 -2.33629 0.77925
H 1.34949 1.16137 -0.85776
H -0.57422 2.90846 -0.91510
H -1.69622 1.21367 -1.19161
H -1.71540 1.26960 1.31340
H -2.71815 1.57656 2.51597
O -2.62636 0.88143 1.92088

## Properties
charge = -1
LUMO energy = 3.773 eV
orbital gap = 7.54 eV
relative energy (zero: lowest compared OMol25 entry of this formula, charge and spin) = 1.4116 eV

(7)
C5H14NO2 | the ωB97M-V functional and the def2-TZVPD basis

CARTESIAN COORDINATES (ANGSTROEM)
C 0.31406 2.78761 -1.03859
C 1.93523 2.93788 -0.80674
C -0.23495 1.32609 -0.47697
N 0.63526 0.28308 -1.05974
C -0.01065 -1.07567 -1.35089
C -0.38959 -1.93498 -0.02978
O -0.67626 -1.17403 1.06326
H 0.27447 2.91631 -2.13804
H -0.16612 3.69550 -0.58641
H 2.33093 2.89660 0.17471
H 2.01578 3.96831 -1.20752
H 2.58258 2.43982 -1.49640
H -0.20634 1.33212 0.64072
H -1.39427 1.23112 -0.78355
H 1.29732 0.14427 -0.43032
H -0.85569 -1.01737 -2.04242
H 0.66278 -1.60710 -1.86019
H 0.41811 -2.43764 0.37956
H -1.26212 -2.63620 -0.13045
H -1.49032 -2.30204 3.79829
H -1.22284 -2.37968 2.19061
O -1.46320 -2.88486 3.07766

## Properties
charge = -1
LUMO energy = 3.724 eV
orbital gap = 6.44 eV
relative energy (zero: lowest compared OMol25 entry of this formula, charge and spin) = 2.6179 eV

(8)
C5H14NO2 | the ωB97M-V functional and the def2-TZVPD basis

CARTESIAN COORDINATES (ANGSTROEM)
C -1.12211 1.74746 -1.62968
C 0.13602 0.80090 -1.92663
N 0.91437 0.73474 -0.73468
C -0.24042 -1.46041 -0.27760
C 0.54890 -0.25723 0.25914
C -0.26781 0.43662 1.49207
O 0.16579 -0.10676 2.69068
H -1.40946 2.19847 -2.52996
H -0.73430 2.70731 -1.11486
H -1.77006 1.25827 -0.95590
H 0.66756 1.29933 -2.75355
H -0.33701 -0.17221 -2.07253
H 1.21144 1.64132 -0.44405
H -1.30182 -1.29712 -0.09155
H -0.09476 -1.93546 -1.23925
H -0.00598 -2.29951 0.44025
H 1.56892 -0.69397 0.67375
H 0.19385 1.48479 1.54775
H -1.36407 0.42467 1.48149
H 1.75530 -2.32891 2.08416
H 0.54381 -1.61391 2.57986
O 0.94185 -2.56839 2.52106

## Properties
charge = -1
LUMO energy = 3.754 eV
orbital gap = 6.76 eV
relative energy (zero: lowest compared OMol25 entry of this formula, charge and spin) = 1.9262 eV

(9)
C5H14NO2 | the ωB97M-V functional and the def2-TZVPD basis

CARTESIAN COORDINATES (ANGSTROEM)
C 0.35736 -0.76244 -0.40284
C -0.95434 -1.10855 0.35799
C -2.09463 -1.46633 -0.64423
C -1.45397 0.21897 1.10795
N 1.60930 -0.59337 0.39703
C 2.21625 0.78094 0.37334
O 1.56466 1.84026 0.72770
H 0.54291 -1.67259 -1.09444
H 0.09621 0.11182 -1.09082
H -0.82004 -1.96615 0.99629
H -1.80941 -1.86057 -1.59336
H -2.75537 -0.58204 -0.79947
H -2.71249 -2.15171 -0.27417
H -2.27781 -0.09064 1.66908
H -0.62889 0.65311 1.74349
H -1.68802 0.90079 0.26874
H 1.37963 -0.74568 1.37887
H 3.19734 0.75694 1.07587
H 2.69803 0.80114 -0.60271
H 1.12089 2.59350 -0.29558
H 1.37937 1.73811 -1.72708
O 1.03302 2.60449 -1.57164

## Properties
charge = -1
LUMO energy = 3.732 eV
orbital gap = 7.39 eV
relative energy (zero: lowest compared OMol25 entry of this formula, charge and spin) = 1.6487 eV

(10)
C5H14NO2 | the ωB97M-V functional and the def2-TZVPD basis

CARTESIAN COORDINATES (ANGSTROEM)
C 1.63541 -1.05464 0.52302
O 1.67167 -0.47293 -0.66449
C 0.85622 -0.08788 1.57520
C -0.73328 -0.09577 1.57159
C -1.38286 0.15827 0.24749
C -2.56915 -0.23229 -0.14988
N -0.53008 1.05908 -0.55728
H 1.26441 -2.07713 0.60295
H 2.67562 -1.26114 1.07988
H 2.43313 0.04414 -0.89604
H 1.13986 0.90319 1.61029
H 1.07961 -0.41430 2.60126
H -1.04580 -1.17022 1.82982
H -1.35654 0.31736 2.40023
H -3.26774 -0.86430 0.31128
H -3.25407 0.10435 -0.84747
H 0.16624 0.30783 -1.11663
H -0.01210 1.79367 -0.08477
H -1.10967 1.40545 -1.35516
H 1.06627 1.29513 -3.14600
H 0.74550 -0.33836 -2.85993
O 0.52734 0.68050 -2.67537

## Properties
LUMO energy (spin up / spin down) = 0.000 / -0.091 eV
orbital gap (spin up / spin down) = 2.39 / 7.59 eV
multiplicity = 2
relative energy (zero: lowest compared OMol25 entry of this formula, charge and spin) = 5.1069 eV